Formula: C11H19NO4
Source: the OMol25 dataset
Level of theory: the ωB97M-V functional and the def2-TZVPD basis

Positions of all 35 atoms, in Å:
O: 3.1413 -0.8735 3.2110
O: 0.1637 -1.4081 -0.0906
O: -3.0080 3.2325 -0.3516
O: 1.4718 -0.8241 1.6797
N: -3.4172 2.4830 2.4150
C: 1.7475 -2.8204 -2.2203
C: 1.2111 -1.5061 0.5133
C: 2.3936 -2.3410 0.1945
C: 2.6980 -1.2552 2.1629
C: -3.2877 1.8903 -0.0039
C: 2.2383 -1.5383 -2.9016
C: 3.2610 -2.2025 1.1887
C: 2.6100 -3.1857 -1.0159
C: -1.4243 1.3024 1.6519
C: -2.9191 1.5104 1.4371
C: -1.6785 3.4855 -0.7636
H: -3.0915 3.4020 2.1297
H: -0.9941 0.6903 0.8585
H: 1.8418 -3.6302 -2.9267
H: 2.5213 -1.7373 -3.9241
H: 2.5274 -4.2356 -0.7766
H: -4.4291 2.5419 2.3457
H: -1.0322 3.7175 0.0862
H: 1.4671 -0.7844 -2.9427
H: -0.8813 2.2469 1.6909
H: 4.2201 -2.6518 1.3179
H: -3.4131 0.5562 1.6419
H: -1.2470 0.7938 2.5986
H: 3.6410 -3.0295 -1.3064
H: -4.3696 1.7821 -0.1184
H: -1.2628 2.6386 -1.3171
H: -1.6983 4.3552 -1.4201
H: -2.8170 1.2072 -0.7230
H: 0.7224 -2.7065 -1.9224
H: 3.0935 -1.1053 -2.3984

Output
E_HOMO   -9.0 eV
Molecular weight   229.276 g mol⁻¹
Kohn-Sham gap   7.887 eV
SMILES   CCCC1=CC(=O)OC1=O.COC[C@@H](C)N
Lowest unoccupied orbital energy   -1.1 eV
ΔE to the lowest compared entry with this formula, charge and spin   2.453 eV
Energy   -21394.53897 eV

Formula: C11H19NO4
Source: the OMol25 dataset
Level of theory: the ωB97M-V functional and the def2-TZVPD basis

Positions of all 35 atoms, in Å:
O: 0.6068 -0.4566 -0.0961
O: 1.5483 2.9282 -2.8348
O: -1.4423 0.5418 0.0678
O: 0.7749 3.7403 -0.8911
N: 0.9050 2.7716 -1.7447
C: -0.4761 -0.1386 0.7937
C: 0.2155 1.5031 -1.5076
C: 0.6216 -2.0019 2.7387
C: -0.1123 -2.5010 1.5557
C: 0.0118 0.3935 2.0781
C: 1.2158 0.5658 -0.7925
C: -0.1864 0.8399 -2.8756
C: -1.0865 1.7746 -0.6030
C: 1.0408 -0.6266 2.5620
C: -1.1379 -1.5311 0.9873
C: -0.8952 -0.4739 -2.7203
H: -1.2775 -0.7496 -3.6998
H: 1.8450 0.1433 -1.5724
H: -0.0825 -2.0736 3.5299
H: 1.8305 1.1351 -0.1181
H: -1.6920 -0.4748 -2.0212
H: -0.8337 1.6298 -3.3839
H: 0.7573 0.5689 -3.4458
H: 1.3595 -0.1812 3.5133
H: -0.7457 0.4864 2.7868
H: -0.9653 2.4492 0.2758
H: -1.4500 -1.9546 -0.0105
H: -1.9288 -1.4012 1.6904
H: -1.8516 2.2596 -1.2214
H: 0.5170 -2.7019 0.6678
H: 1.8882 -0.5792 1.9555
H: 1.5149 -2.6638 2.9061
H: -0.2152 -1.2611 -2.4008
H: -0.7245 -3.3652 1.8783
H: 0.4508 1.4046 1.9525

Output
E_HOMO   -9.9 eV
Molecular weight   229.276 g mol⁻¹
Kohn-Sham gap   9.516 eV
SMILES   CCC1([N+](=O)[O-])COC2(CCCCC2)OC1
Lowest unoccupied orbital energy   -0.4 eV
ΔE to the lowest compared entry with this formula, charge and spin   6.010 eV
Energy   -21390.98251 eV